No. 1
Here is a molecular structure, C3H5NO2 from the Open Molecules 2025 dataset. Energies are from ωB97M-V/def2-TZVPD.

Computed properties:
- Energy above the lowest of the compared OMol25 structures with the same formula, charge and spin: 4.6495 eV
- HOMO level: -0.312 hartree
- LUMO: 0.008 Eh
- Gap between HOMO and LUMO: 8.7096 eV
- DFT total energy: -322.4035 a.u.

Each line ends with the Mulliken charge.
Positions of all 11 atoms, in Å:
C: 0.330 1.797 0.019  -0.506
C: -0.790 0.339 0.135  -0.061
O: -0.440 0.627 -1.077  -0.283
N: -0.518 -0.970 0.517  -0.044
C: 0.077 -1.967 -0.252  0.045
O: 0.223 -3.101 0.137  -0.520
H: -0.370 2.613 0.159  0.272
H: 1.062 1.990 -0.771  0.251
H: 0.865 1.538 0.937  0.296
H: -0.837 -1.261 1.434  0.212
H: 0.398 -1.605 -1.238  0.337

No. 2
Here is a single C3H5NO2 molecule from the Open Molecules 2025 dataset. Energies are from ωB97M-V/def2-TZVPD.

Computed properties:
- SMILES: [H]/N=C1/COCO1
- Energy above the lowest of the compared OMol25 structures with the same formula, charge and spin: 1.4679 eV
- HOMO level: -0.374 hartree
- LUMO: 0.031 Eh
- Gap between HOMO and LUMO: 11.0442 eV
- DFT total energy: -322.5204 a.u.

Each line ends with the Mulliken charge.
Positions of all 11 atoms, in Å:
N: 1.745 -1.115 -0.579  -0.651
C: 0.750 -0.409 -0.278  0.449
C: -0.415 -0.899 0.521  -0.134
O: -1.396 0.095 0.321  -0.353
C: -0.744 1.261 -0.110  -0.122
O: 0.588 0.927 -0.466  -0.368
H: 2.526 -0.575 -0.927  0.265
H: -0.778 -1.885 0.239  0.264
H: -0.058 -0.974 1.564  0.199
H: -1.231 1.667 -0.996  0.207
H: -0.719 1.999 0.693  0.244

No. 3
Here is a molecular structure, C3H5NO2 from the Open Molecules 2025 dataset. Energies are from ωB97M-V/def2-TZVPD.

Computed properties:
- Energy above the lowest of the compared OMol25 structures with the same formula, charge and spin: 3.8393 eV
- HOMO level: -0.345 hartree
- LUMO: 0.006 Eh
- Gap between HOMO and LUMO: 9.5359 eV
- DFT total energy: -322.4332 a.u.

Each line ends with the Mulliken charge.
Positions of all 11 atoms, in Å:
N: -1.137 -0.126 -0.541  -0.521
C: 0.223 1.196 -0.436  0.242
O: 1.208 0.257 -0.667  -0.356
C: 0.901 -0.844 0.194  -0.336
C: -0.604 -0.665 0.492  -0.001
O: -0.076 1.499 0.732  -0.592
H: -1.906 0.539 -0.503  0.315
H: -0.108 1.775 -1.321  0.383
H: 1.651 -0.877 0.996  0.291
H: 0.940 -1.784 -0.370  0.254
H: -1.090 -0.969 1.425  0.322

No. 4
Here is a single C3H5NO2 molecule from the Open Molecules 2025 dataset. Energies are from ωB97M-V/def2-TZVPD.

Computed properties:
- SMILES: [H]/N=C(\C)OC=O
- Energy above the lowest of the compared OMol25 structures with the same formula, charge and spin: 1.0067 eV
- HOMO level: -0.390 hartree
- LUMO: 0.032 Eh
- Gap between HOMO and LUMO: 11.4881 eV
- DFT total energy: -322.5373 a.u.

Each line ends with the Mulliken charge.
Positions of all 11 atoms, in Å:
C: 0.902 1.128 -0.752  -0.986
C: 0.056 0.236 0.110  0.757
O: 0.053 -1.046 -0.353  -0.323
N: -0.640 0.510 1.130  -0.683
C: -0.829 -1.891 0.320  0.185
O: -1.942 -2.076 -0.053  -0.416
H: 0.409 1.275 -1.718  0.256
H: 1.877 0.672 -0.942  0.279
H: 1.042 2.099 -0.273  0.344
H: -0.582 1.496 1.367  0.234
H: -0.345 -2.402 1.163  0.354

No. 5
Here is 2 unconnected molecules or ions with the total composition C3H5NO2 from the Open Molecules 2025 dataset. Energies are from ωB97M-V/def2-TZVPD.

Computed properties:
- Energy above the lowest of the compared OMol25 structures with the same formula, charge and spin: 8.9709 eV
- HOMO level (alpha / beta): -0.373 / -0.370 hartree
- LUMO (alpha / beta): -0.037 / -0.036 Eh
- Gap between HOMO and LUMO (alpha / beta): 9.1423 / 9.1033 eV
- DFT total energy: -322.2447 a.u.

Each line ends with the Mulliken charge.
Positions of all 11 atoms, in Å:
C: -0.131 -0.465 -0.759  -0.557
C: -0.100 -0.420 0.748  -0.650
C: 0.941 0.315 -0.126  0.055
N: 2.311 0.073 0.011  0.839
O: 3.108 0.992 0.196  -0.513
O: 2.650 -1.150 -0.068  -0.518
H: -0.128 -1.352 -1.334  0.291
H: -0.906 0.267 -1.320  0.213
H: -0.816 0.165 1.225  0.253
H: 0.489 -1.147 1.155  0.344
H: 0.787 2.311 -0.198  0.241

No. 6
Here is a single C3H5NO2 molecule from the Open Molecules 2025 dataset. Energies are from ωB97M-V/def2-TZVPD.

Computed properties:
- SMILES: C[C@@]1(O)NC1=O
- Energy above the lowest of the compared OMol25 structures with the same formula, charge and spin: 3.0730 eV
- HOMO level: -0.370 hartree
- LUMO: 0.026 Eh
- Gap between HOMO and LUMO: 10.7616 eV
- DFT total energy: -322.4614 a.u.

Each line ends with the Mulliken charge.
Positions of all 11 atoms, in Å:
C: 1.672 -0.987 -0.178  0.038
C: 0.344 -0.633 0.229  1.122
C: -0.082 0.811 0.376  -1.162
N: 0.761 -0.967 -1.177  -0.388
O: 2.846 -1.200 -0.030  -0.547
O: -0.582 -1.605 0.867  -0.532
H: -0.975 0.843 1.048  0.322
H: -0.125 1.382 -0.566  0.312
H: 0.913 1.376 0.605  0.287
H: 0.625 -0.566 -2.027  0.220
H: -0.007 -2.339 1.115  0.327

No. 7
Here is a molecular structure, C3H5NO2 from the Open Molecules 2025 dataset. Energies are from ωB97M-V/def2-TZVPD.

Computed properties:
- Energy above the lowest of the compared OMol25 structures with the same formula, charge and spin: 2.2675 eV
- HOMO level: -0.379 hartree
- LUMO: 0.032 Eh
- Gap between HOMO and LUMO: 11.1868 eV
- DFT total energy: -322.4910 a.u.

Each line ends with the Mulliken charge.
Positions of all 11 atoms, in Å:
O: 1.304 -1.159 0.695  -0.544
C: 0.738 0.063 0.393  0.044
C: 0.303 0.309 -1.046  -0.304
N: -1.084 0.926 -0.303  -0.411
C: -0.727 0.077 0.699  0.435
O: -1.340 -0.729 1.367  -0.626
H: 0.542 -1.657 1.040  0.327
H: 1.268 0.931 0.800  0.313
H: 1.020 0.882 -1.669  0.299
H: 0.097 -0.645 -1.546  0.196
H: -2.113 0.942 -0.443  0.271

No. 8
Here is a single C3H5NO2 molecule from the Open Molecules 2025 dataset. Energies are from ωB97M-V/def2-TZVPD.

Computed properties:
- Energy above the lowest of the compared OMol25 structures with the same formula, charge and spin: 4.6362 eV
- HOMO level: -0.335 hartree
- LUMO: -0.003 Eh
- Gap between HOMO and LUMO: 9.0392 eV
- DFT total energy: -322.4040 a.u.

Each line ends with the Mulliken charge.
Positions of all 11 atoms, in Å:
O: -0.824 -1.779 0.975  -0.511
C: -0.784 -0.602 0.250  -0.416
C: -0.335 1.961 -0.130  -0.293
O: 0.405 1.093 -0.811  -0.267
C: 0.588 -0.139 -0.146  0.680
N: 1.660 -0.753 0.051  -0.606
H: -0.014 -1.811 1.501  0.319
H: -1.378 -0.708 -0.667  0.330
H: -0.744 2.607 -0.935  0.137
H: -1.184 0.281 0.786  0.358
H: 2.498 -0.257 -0.248  0.269

No. 9
Here is 2 unconnected molecules or ions with the total composition C3H5NO2 from the Open Molecules 2025 dataset. Energies are from ωB97M-V/def2-TZVPD.

Computed properties:
- Energy above the lowest of the compared OMol25 structures with the same formula, charge and spin: 2.6396 eV
- HOMO level: -0.354 hartree
- LUMO: 0.031 Eh
- Gap between HOMO and LUMO: 10.4728 eV
- DFT total energy: -322.4773 a.u.

Each line ends with the Mulliken charge.
Positions of all 11 atoms, in Å:
N: 2.285 1.224 0.393  -0.066
C: 2.054 0.299 -0.283  -0.289
O: -0.368 -0.906 -1.449  -0.474
C: -0.883 -0.999 -0.148  -0.427
C: -1.309 0.349 0.414  0.119
O: -1.648 0.519 1.560  -0.492
H: 2.468 2.011 0.981  0.313
H: 0.574 -0.688 -1.372  0.351
H: -0.185 -1.459 0.566  0.288
H: -1.771 -1.643 -0.182  0.314
H: -1.283 1.183 -0.324  0.363

No. 10
Here is a molecular structure, C3H5NO2 from the Open Molecules 2025 dataset. Energies are from ωB97M-V/def2-TZVPD.

Computed properties:
- Energy above the lowest of the compared OMol25 structures with the same formula, charge and spin: 1.3390 eV
- HOMO level: -0.375 hartree
- LUMO: 0.033 Eh
- Gap between HOMO and LUMO: 11.1049 eV
- DFT total energy: -322.5251 a.u.

Each line ends with the Mulliken charge.
Positions of all 11 atoms, in Å:
O: 0.580 1.755 -0.502  -0.525
C: 0.117 0.757 0.343  0.164
C: -1.110 -0.103 -0.051  -0.403
N: -0.263 -1.293 0.301  -0.267
C: 0.875 -0.546 0.189  0.321
O: 2.007 -0.784 -0.162  -0.607
H: 1.398 1.388 -0.875  0.317
H: 0.039 1.072 1.388  0.265
H: -2.033 0.024 0.522  0.269
H: -1.309 -0.020 -1.125  0.218
H: -0.302 -2.251 -0.027  0.249

In the order shown, the computed max |F| values come out to 0.6 0.8 2.1 0.7 5.2 4.6 1.5 0.6 1.2 0.6 eV/A.